Entry 1:
The following is a DFT calculation (wB97M-V/def2-TZVPD) of a molecular structure, C11H16I2N in a non-equilibrium geometry.

Element x y z (Å)
C (-0.271, 0.721, 0.220)
C (-0.379, -0.673, 0.167)
C (0.859, 1.421, 0.229)
C (0.806, -1.383, 0.031)
C (2.244, 0.396, 0.288)
C (-1.737, -1.406, -0.013)
C (0.736, -2.832, -0.305)
C (-1.784, 1.798, -1.341)
C (-1.871, 2.745, 0.889)
C (3.202, -1.754, 0.416)
C (-1.670, 1.425, 0.118)
N (2.046, -0.895, 0.296)
I (1.314, 3.429, 0.172)
I (4.136, 1.341, 0.334)
H (-2.339, -1.146, 0.772)
H (-2.108, -0.881, -0.867)
H (-1.832, -2.390, -0.129)
H (1.698, -3.126, -0.853)
H (0.564, -3.551, 0.547)
H (-0.046, -2.855, -1.050)
H (-1.787, 0.870, -2.054)
H (-1.093, 2.536, -1.601)
H (-2.812, 2.133, -1.459)
H (-1.482, 2.635, 1.855)
H (-2.937, 3.083, 0.910)
H (-1.500, 3.570, 0.465)
H (3.966, -1.249, 1.067)
H (2.828, -2.761, 0.814)
H (3.689, -1.919, -0.568)
H (-2.440, 0.719, 0.650)

Its total energy is -29348.3319 eV. As for the frontier orbital gap: 8.454 eV. The net charge is +1. The value obtained for the molar mass is 416.06 g/mol.



Entry 2:
The following is a DFT calculation (wB97M-V/def2-TZVPD) of a molecular structure, C11H16MnN2O5 in a non-equilibrium geometry.

Element x y z (Å)
Mn (-0.030, 1.697, -1.960)
C (-0.004, 1.571, -0.151)
O (0.009, 1.567, 1.043)
C (-0.024, 3.539, -1.763)
O (-0.032, 4.725, -1.767)
C (-1.818, 1.716, -1.348)
O (-2.965, 1.658, -1.052)
C (1.783, 1.713, -1.391)
O (2.947, 1.654, -1.143)
C (-0.022, 0.160, -4.507)
H (0.883, -0.399, -4.394)
H (-0.922, -0.403, -4.373)
C (-0.025, 1.443, -4.790)
H (-0.930, 2.013, -4.903)
H (0.880, 2.010, -4.924)
C (-2.371, -1.187, 0.866)
N (-1.223, -1.286, 1.730)
C (-1.483, -1.353, 3.148)
C (0.004, -1.155, 1.153)
O (-0.009, -0.937, -0.088)
N (1.245, -1.278, 1.700)
C (1.539, -1.336, 3.113)
C (2.376, -1.183, 0.810)
H (-3.128, -1.958, 1.113)
H (-2.091, -1.182, -0.198)
H (-2.912, -0.244, 1.082)
H (-1.027, -2.237, 3.628)
H (-1.088, -0.464, 3.670)
H (-2.558, -1.422, 3.347)
H (1.099, -2.224, 3.607)
H (2.620, -1.398, 3.292)
H (1.146, -0.447, 3.643)
H (2.071, -1.186, -0.246)
H (2.920, -0.236, 1.007)
H (3.139, -1.952, 1.049)

Its total energy is -56179.6335 eV. As for the frontier orbital gap (spin up / spin down): 6.779 / 2.854 eV. The net charge is +2. The value obtained for the molar mass is 311.20 g/mol. The multiplicity is 6.



Entry 3:
The following is a DFT calculation (wB97M-V/def2-TZVPD) of a single C11H16N2O2S molecule in a non-equilibrium geometry.

Element x y z (Å)
O (4.806, 0.225, 0.638)
N (3.902, -0.396, 0.111)
O (3.994, -1.523, -0.343)
C (2.652, 0.230, 0.016)
C (2.292, 1.486, 0.445)
C (0.950, 1.760, 0.165)
C (0.309, 0.725, -0.469)
C (-1.124, 0.680, -0.889)
N (-1.977, 0.969, 0.244)
C (-3.306, 1.435, -0.077)
C (-4.262, 0.424, -0.725)
C (-4.477, -0.841, 0.106)
C (-3.290, -1.803, 0.045)
C (-2.127, -1.479, 0.994)
C (-1.907, 0.010, 1.324)
S (1.345, -0.624, -0.728)
H (2.979, 2.155, 0.930)
H (0.454, 2.678, 0.418)
H (-1.323, -0.293, -1.365)
H (-1.297, 1.461, -1.639)
H (-3.201, 2.298, -0.743)
H (-3.750, 1.793, 0.857)
H (-5.221, 0.927, -0.869)
H (-3.887, 0.145, -1.712)
H (-5.354, -1.359, -0.290)
H (-4.696, -0.576, 1.142)
H (-2.931, -1.831, -0.987)
H (-3.639, -2.810, 0.280)
H (-1.210, -1.894, 0.570)
H (-2.292, -1.982, 1.949)
H (-0.916, 0.101, 1.785)
H (-2.638, 0.327, 2.070)

Its total energy is -29573.8949 eV. As for the frontier orbital gap: 8.016 eV. The value obtained for the molar mass is 240.33 g/mol. Its SMILES is O=[N+]([O-])c1ccc(CN2CCCCCC2)s1.



Entry 4:
The following is a DFT calculation (wB97M-V/def2-TZVPD) of a gas-phase ion, C11H16N3O (charge +1) in a non-equilibrium geometry.

Element x y z (Å)
C (-3.718, -2.155, -0.516)
N (-3.078, -0.889, -0.342)
N (-1.822, -0.925, -0.081)
C (-1.407, 0.458, 0.330)
C (-1.097, 0.202, 1.868)
O (-2.314, 1.465, 0.068)
C (-0.032, 0.909, 0.007)
N (-0.094, 2.116, -0.475)
C (0.980, 2.802, -1.134)
C (1.233, 0.111, -0.147)
C (2.388, 0.469, 0.556)
C (3.521, -0.356, 0.577)
C (3.387, -1.623, -0.022)
C (2.294, -2.084, -0.664)
C (1.154, -1.191, -0.683)
H (-3.411, -2.821, 0.315)
H (-3.519, -2.520, -1.556)
H (-4.820, -1.950, -0.394)
H (-1.578, -0.632, 2.244)
H (-1.447, 1.162, 2.365)
H (-0.009, 0.145, 2.035)
H (-3.224, 1.057, 0.022)
H (-0.946, 2.663, -0.174)
H (0.598, 3.732, -1.527)
H (1.745, 3.128, -0.414)
H (1.611, 2.077, -1.840)
H (2.438, 1.472, 0.871)
H (4.425, 0.090, 0.983)
H (4.266, -2.277, -0.047)
H (2.223, -3.147, -1.137)
H (0.251, -1.488, -1.089)

Its total energy is -18174.8477 eV. As for the frontier orbital gap: 8.860 eV. The net charge is +1. The value obtained for the molar mass is 206.27 g/mol. Its SMILES is C/N=N/[C@](C)(O)/C(=[NH+]/C)c1ccccc1.